Below is a single C15H21NO2S molecule, with properties calculated with ωB97M-V/def2-TZVPD.

Summary:
- E_tot (eV) = -32316.7138
- SMILES = Cc1ccc(SCCC(=O)NC[C@@H]2CCCO2)cc1
- ΔE to the lowest compared entry with this formula, charge and spin (eV) = 0.231
- orbital gap (eV) = 9.423

XYZ file:
```
40
Properties=species:S:1:pos:R:3:forces:R:3
C -4.463855 -0.949154 -4.048603 0.024 -0.008 -0.076
C -3.279881 -0.397508 -3.317159 0.032 -0.029 0.064
C -2.371463 -1.243025 -2.692256 -0.073 0.015 -0.085
C -1.271771 -0.736243 -2.024911 0.006 0.082 -0.014
C -1.066587 0.633753 -1.980873 0.474 0.180 0.259
S 0.352234 1.282259 -1.110930 -0.135 0.204 -0.286
C -0.500506 2.303627 0.148598 0.022 -0.318 -0.308
C -1.400110 1.498092 1.079662 0.018 0.108 0.259
C -0.617519 0.741282 2.151132 -0.479 0.128 -0.548
O -0.748413 0.970973 3.333687 0.048 0.111 0.448
N 0.193609 -0.219249 1.655832 0.386 -0.288 -0.157
C 1.140097 -0.922074 2.486445 0.283 0.134 0.451
C 2.452060 -0.131947 2.691485 -0.470 0.148 -0.260
C 3.245712 0.058595 1.394616 0.020 -0.053 0.260
C 4.095967 -1.209225 1.355504 -0.057 -0.006 0.191
C 4.360371 -1.458554 2.842356 0.379 -0.151 -0.067
O 3.307159 -0.843426 3.568765 -0.147 -0.039 0.097
C -1.951131 1.490463 -2.616644 -0.062 -0.037 -0.050
C -3.052170 0.973544 -3.271415 -0.011 -0.009 0.016
H -5.309131 -0.267544 -3.988776 -0.088 -0.007 -0.016
H -4.217068 -1.086459 -5.101919 -0.066 -0.039 -0.072
H -4.756677 -1.914251 -3.642555 -0.070 -0.055 -0.008
H -2.528983 -2.311253 -2.720625 -0.043 -0.120 -0.006
H -0.572940 -1.400657 -1.539289 0.048 -0.063 0.084
H -1.077367 3.057817 -0.386287 0.070 0.038 0.097
H 0.300265 2.795340 0.700425 -0.006 0.101 -0.007
H -2.004747 0.794780 0.500527 -0.018 0.061 0.011
H -2.072914 2.184664 1.597060 0.039 -0.119 0.033
H 0.359535 -0.223235 0.657148 -0.139 0.059 0.131
H 1.352856 -1.894160 2.037482 0.009 -0.022 0.043
H 0.683546 -1.071227 3.467209 0.076 -0.109 -0.106
H 2.197658 0.820266 3.170715 0.009 -0.082 -0.087
H 3.886155 0.936953 1.482095 -0.012 0.046 -0.036
H 2.610721 0.177587 0.519722 -0.025 0.061 -0.045
H 3.532397 -2.035573 0.921445 0.020 -0.030 -0.037
H 5.017366 -1.083789 0.791917 0.019 -0.051 -0.051
H 5.307115 -1.000486 3.156603 -0.062 -0.086 -0.041
H 4.390478 -2.523126 3.094460 0.041 0.092 -0.029
H -1.779469 2.556556 -2.602472 0.032 0.092 0.000
H -3.742597 1.645611 -3.760177 -0.095 0.060 -0.053
```
Forces are in eV/Å.

Here are the Mulliken charges for atoms 1 to 2, given in e:
1. C -1.45
2. C 0.86

---

Below is a single C15H21NO3S molecule, with properties calculated with ωB97M-V/def2-TZVPD.

Summary:
- E_tot (eV) = -34363.6143
- SMILES = CC(=O)c1cccc(S(=O)(=O)NC2CCCCCC2)c1
- ΔE to the lowest compared entry with this formula, charge and spin (eV) = 1.487
- orbital gap (eV) = 9.698

XYZ file:
```
41
Properties=species:S:1:pos:R:3:forces:R:3
C 4.322397 0.328066 1.991159 0.285 0.132 0.130
C 3.647218 0.926006 3.196404 0.145 -0.101 -0.227
O 4.249897 1.583808 4.012646 -0.020 -0.014 -0.001
C 2.184922 0.667599 3.344926 -0.510 0.018 0.213
C 1.555098 1.125624 4.504792 0.049 -0.010 -0.047
C 0.205332 0.914767 4.717119 0.067 0.011 -0.047
C -0.543726 0.243639 3.762191 -0.107 -0.098 -0.043
C 0.079587 -0.202878 2.613381 -0.430 -0.322 -0.250
S -0.867242 -1.031537 1.341415 -0.167 0.656 0.242
O -2.123204 -1.453362 1.897680 0.070 0.248 0.131
O -0.031492 -1.999575 0.696079 0.208 0.145 -0.174
N -1.101355 0.251212 0.287039 0.346 -0.498 0.577
C -1.031718 -0.059657 -1.136372 0.000 -0.117 -0.367
C -2.259975 -0.850187 -1.605250 0.264 -0.292 0.030
C -1.921802 -1.845192 -2.713807 -0.251 0.203 -0.176
C -1.653197 -1.207066 -4.074565 0.242 -0.196 0.124
C -0.573780 -0.124557 -4.071492 -0.290 0.106 -0.197
C -1.037973 1.173033 -3.405694 0.192 -0.009 0.122
C -0.788164 1.248264 -1.896932 -0.034 -0.152 0.004
C 1.425309 -0.004594 2.389871 0.348 0.098 0.145
H 3.904108 0.755613 1.082530 -0.059 -0.016 -0.127
H 4.169171 -0.748219 1.969418 -0.038 -0.110 -0.069
H 5.386999 0.544264 2.031628 -0.020 0.009 0.010
H 2.157161 1.645722 5.235516 0.033 0.028 0.035
H -0.262668 1.268986 5.622844 -0.045 0.017 0.066
H -1.596044 0.046359 3.892801 -0.124 0.008 0.089
H -1.953842 0.733239 0.534528 -0.175 0.103 0.166
H -0.156210 -0.708611 -1.221099 -0.077 0.065 -0.212
H -2.626916 -1.415476 -0.744313 -0.115 0.051 -0.105
H -3.053241 -0.171668 -1.925584 -0.126 0.056 0.038
H -1.050450 -2.423989 -2.400207 0.022 -0.082 0.028
H -2.754674 -2.543516 -2.824223 0.055 -0.072 0.035
H -2.580136 -0.772911 -4.458346 -0.034 0.004 -0.064
H -1.355764 -1.998773 -4.766535 -0.072 0.003 -0.057
H 0.328432 -0.496105 -3.585122 0.173 -0.049 -0.029
H -0.319011 0.093608 -5.111561 0.093 -0.028 0.044
H -2.102191 1.303474 -3.609952 -0.038 0.057 -0.051
H -0.522103 2.019426 -3.864566 -0.089 0.029 0.001
H 0.242099 1.556106 -1.710023 0.006 0.062 0.064
H -1.435820 2.020745 -1.474711 0.017 0.070 0.055
H 1.844968 -0.391687 1.476387 0.206 -0.011 -0.105
```
Forces are in eV/Å.

Here are the Mulliken charges for atoms 1 to 2, given in e:
1. C -1.33
2. C 0.86

---

Below is a single C15H21NO4S molecule, with properties calculated with ωB97M-V/def2-TZVPD.

Summary:
- E_tot (eV) = -36411.0585
- SMILES = C[C@@H]1CN(C(=O)CCS(=O)(=O)c2ccccc2)C[C@H](C)O1
- ΔE to the lowest compared entry with this formula, charge and spin (eV) = 1.400
- orbital gap (eV) = 9.831

XYZ file:
```
42
Properties=species:S:1:pos:R:3:forces:R:3
C 3.628324 -0.039085 0.798216 -0.108 -0.285 -0.264
C 3.115642 -0.719685 -0.473980 0.099 0.432 -0.149
C 1.878888 0.012280 -1.031916 0.438 -0.118 -0.091
N 0.731950 -0.304885 -0.216769 0.131 -0.318 -0.105
C 0.020606 0.519774 0.578907 0.150 0.131 0.125
O -0.841251 0.094115 1.329670 -0.043 0.042 0.266
C 0.331462 2.011985 0.498053 -0.057 -0.144 0.057
C -0.857790 2.813794 0.983788 -0.514 -0.263 -0.682
S -2.025302 2.964800 -0.415796 -0.030 0.385 0.210
O -1.263462 3.404871 -1.560097 0.169 -0.290 -0.080
O -3.134544 3.779134 0.002536 -0.127 -0.235 0.305
C -2.600044 1.295739 -0.731373 0.221 0.578 0.111
C -2.056163 0.581400 -1.779722 0.113 0.092 -0.153
C -2.461181 -0.726796 -1.985552 0.001 -0.027 -0.015
C -3.395276 -1.299807 -1.137468 0.031 -0.037 -0.030
C -3.940393 -0.567558 -0.094424 -0.020 0.108 0.072
C -3.542049 0.741904 0.111409 -0.172 -0.026 0.064
C 0.459755 -1.728098 -0.213097 0.057 -0.391 0.123
C 1.672497 -2.498299 0.330800 -0.401 -0.168 0.116
C 1.740203 -2.412360 1.858115 0.106 0.045 -0.349
O 2.867900 -2.104783 -0.328390 0.059 -0.006 -0.002
H 4.375848 -0.668297 1.273243 0.071 -0.022 0.074
H 4.087345 0.911836 0.539265 0.049 0.129 -0.014
H 2.823359 0.142648 1.504189 -0.052 0.043 0.129
H 3.912166 -0.687554 -1.227662 -0.149 0.107 0.076
H 1.682405 -0.339345 -2.052086 0.030 0.089 0.037
H 2.074485 1.080885 -1.058297 -0.030 -0.007 -0.022
H 1.214747 2.219472 1.108006 -0.009 -0.002 -0.049
H 0.532073 2.317358 -0.529795 0.240 -0.034 0.090
H -1.384759 2.313774 1.791962 -0.023 0.021 0.069
H -0.598386 3.830841 1.262686 -0.091 0.143 -0.118
H -1.336387 1.065139 -2.421834 0.093 0.002 -0.110
H -2.049769 -1.298256 -2.804493 0.029 -0.029 -0.075
H -3.703102 -2.323402 -1.292749 -0.036 -0.080 -0.016
H -4.670542 -1.018839 0.559754 -0.065 -0.022 0.056
H -3.950923 1.340908 0.909176 -0.094 0.009 0.142
H 0.249711 -2.039940 -1.242067 0.002 0.014 0.032
H -0.417093 -1.907501 0.409096 0.067 -0.029 -0.115
H 1.577408 -3.553392 0.047172 -0.096 0.162 0.058
H 2.733660 -2.687619 2.201631 0.079 -0.044 0.061
H 1.499546 -1.414730 2.213355 -0.016 0.098 0.095
H 1.018436 -3.102425 2.286541 -0.098 -0.053 0.068
```
Forces are in eV/Å.

Here are the Mulliken charges for atoms 1 to 2, given in e:
1. C -1.38
2. C 0.28

---

Below is a molecular structure, C15H22F3FeGeNO5SSe, with properties calculated with ωB97M-V/def2-TZVPD.

Summary:
- E_tot (eV) = -202870.7101
- net charge = +1
- orbital gap (alpha / beta) (eV) = 7.422 / 8.408
- multiplicity = 2

XYZ file:
```
50
Properties=species:S:1:pos:R:3:forces:R:3
Fe 0.119341 0.368922 0.277719 0.077 0.450 0.343
O -1.631864 -3.047873 -1.555561 -0.082 0.045 -0.029
C -0.903226 -1.967109 -1.391444 -0.171 0.054 0.054
O -1.217153 -1.067423 -0.626944 0.214 0.113 -0.250
C 0.309314 -1.937061 -2.276526 0.128 -0.062 -0.007
O 1.227171 -0.990283 -1.817425 0.092 0.073 0.049
C 2.405671 -1.490689 -1.176084 -0.187 -0.001 0.014
C 2.468597 -1.188630 0.325447 -0.075 0.003 -0.129
O 3.507942 -1.372690 0.896755 0.084 -0.011 0.040
O 1.356206 -0.803897 0.922884 0.107 -0.242 -0.069
H -2.443557 -2.989459 -1.025064 -0.008 -0.006 -0.037
H 0.725379 -2.943240 -2.357621 0.015 0.009 0.013
H -0.040348 -1.645599 -3.272532 -0.019 -0.034 -0.006
H 2.503023 -2.569873 -1.310533 -0.067 -0.015 0.066
H 3.257935 -1.026641 -1.658354 0.103 -0.037 0.005
F -1.475390 2.807905 5.205547 -0.002 -0.006 -0.019
C -0.509966 1.891492 5.033426 0.033 0.127 0.020
F 0.580375 2.531032 4.593588 -0.028 -0.032 0.023
F -0.230019 1.372271 6.232556 -0.008 -0.026 0.016
C -0.956390 0.820421 4.074605 -0.084 -0.051 -0.016
C -1.722145 -0.242425 4.530177 0.023 -0.043 0.007
C -2.143664 -1.225856 3.646532 -0.030 0.050 0.016
C -1.779857 -1.122664 2.319552 -0.003 0.062 -0.117
N -1.075606 -0.082547 1.874273 0.044 -0.590 0.164
C -0.671951 0.864876 2.720123 0.107 0.231 -0.118
S 0.250687 1.987607 1.737226 -0.030 0.209 0.123
H -1.977083 -0.304745 5.580085 0.003 0.006 0.002
H -2.746697 -2.056264 3.980679 0.016 -0.019 0.018
H -2.069624 -1.858357 1.584696 0.038 -0.037 0.010
C 4.846127 3.824784 -0.142702 -0.011 -0.003 -0.019
Ge 4.449144 3.207464 -1.947980 -0.008 -0.068 -0.016
C 6.024892 2.546073 -2.890118 -0.044 0.007 0.011
C 3.484344 4.554401 -2.984688 -0.003 -0.014 0.009
C 3.242890 1.614735 -1.737062 0.049 0.226 0.004
Se 1.563608 2.159555 -0.914812 -0.354 -0.329 -0.307
C 0.498198 2.375577 -2.529878 0.130 0.052 0.015
H 5.426652 4.746466 -0.172531 0.016 -0.005 -0.026
H 5.422794 3.077055 0.401751 0.000 -0.010 -0.008
H 3.930864 4.027596 0.414387 -0.016 -0.005 -0.016
H 6.743585 3.349450 -3.049540 -0.020 0.030 0.021
H 5.752574 2.141126 -3.864981 -0.011 -0.001 0.005
H 6.518021 1.763112 -2.314160 -0.013 -0.003 0.009
H 4.124755 5.417488 -3.165715 0.033 -0.014 0.014
H 2.602087 4.912470 -2.451942 -0.003 -0.021 0.019
H 3.178454 4.160764 -3.954760 0.003 -0.009 -0.002
H 3.721799 0.907092 -1.063226 0.008 0.034 0.063
H 3.018611 1.127588 -2.685164 -0.050 -0.065 0.041
H 0.911917 3.200006 -3.104418 -0.003 -0.014 -0.024
H -0.518858 2.615247 -2.228639 0.005 0.007 0.015
H 0.525691 1.451084 -3.099947 0.003 -0.015 0.007
```
Forces are in eV/Å.

Here are the Mulliken charges for atoms 1 to 2, given in e:
1. Fe -0.09
2. O -0.45

---

- What is the E_tot in the fourth record?
  -202870.7101 eV